This record from the OMol25 dataset describes a cluster of 9 separate species, C33H51F3N6O9 in total in a non-equilibrium geometry. The level of theory is ωB97M-V with the def2-TZVPD basis set.

Properties
Electronic energy ... -2593.33318 a.u.
HOMO level ... -10.97 eV
Net charge ... 0
Molecular weight ... 732.798 g/mol
SMILES ... O=C1OC[C@@H](F)O1.O=C1OC[C@@H](F)O1.O=C1OC[C@@H](F)O1.CCCC#N.CCCC#N.CCCC#N.CCCC#N.CCCC#N.CCCC#N
LUMO level ... 0.2 eV

Geometry as XYZ:
```
102
Properties=species:S:1:pos:R:3:forces:R:3
O -0.8164 3.1728 -0.7350 0.2588 -0.2361 -0.6557
C 0.1418 3.6230 -0.1978 -0.6692 0.3351 0.6203
O 0.3658 3.5161 1.1174 -0.2641 -0.0423 0.7204
C 1.2458 4.5717 1.5018 0.6523 -0.1434 0.1391
C 2.0658 4.6967 0.2218 -0.5212 0.1737 0.4482
F 3.0143 3.7253 0.1449 0.2638 0.1211 0.1253
O 1.0918 4.4060 -0.7512 0.1134 0.1184 -0.7846
H 0.6814 5.4763 1.7354 -0.0866 0.0358 -0.2949
H 1.8104 4.3071 2.3937 0.1437 -0.2773 -0.2168
H 2.4882 5.6770 0.0246 0.1700 -0.0766 -0.1012
O 3.7057 3.5556 3.7065 -0.0040 -0.1138 -0.3286
C 3.7069 2.3664 3.7231 -0.3070 0.4252 0.1958
O 2.6544 1.6036 4.0774 -0.0099 0.0035 0.4824
C 3.1902 0.3341 4.4472 0.1645 -0.5531 -0.0474
C 4.4137 0.2431 3.5368 -1.3323 -0.7918 0.0559
F 4.0393 -0.1997 2.2868 0.0781 0.1545 0.0435
O 4.7718 1.5893 3.4317 0.8415 -0.1409 -0.0185
H 3.5088 0.3189 5.4937 0.0202 0.3135 -0.0193
H 2.4490 -0.4534 4.3430 0.0241 0.0818 -0.4549
H 5.1558 -0.4621 3.8994 0.4899 0.5615 -0.0233
O -0.4108 -4.9639 -1.7473 -0.1549 -0.2213 0.0492
C -1.1896 -4.6387 -0.9126 1.0703 0.2009 -0.9015
O -0.9545 -3.6489 -0.0361 -0.0608 0.5548 0.5787
C -1.9773 -3.7024 0.9720 0.2069 -0.1038 -0.6696
C -3.1075 -4.3597 0.1983 0.3500 -0.4780 0.6614
F -3.8637 -3.4962 -0.5049 -0.1069 0.3921 -0.1158
O -2.4001 -5.1794 -0.7167 -0.9796 -0.1410 0.5262
H -1.5912 -4.3798 1.7337 -0.3712 0.0881 0.2949
H -2.2137 -2.7122 1.3488 0.0517 0.0296 -0.0835
H -3.7601 -4.9272 0.8587 -0.0375 -0.3819 -0.3397
C -3.3822 2.9298 -4.8764 0.0534 0.2204 -0.2839
C -2.1651 3.7905 -5.2428 -0.4564 -0.1001 0.1199
C -1.0069 3.5582 -4.2629 -0.5226 0.0147 0.1286
C -0.6889 2.1418 -4.0500 0.4199 0.4440 -0.3575
N -0.4093 1.0485 -3.8462 -0.0497 -0.2567 -0.0369
H -4.3094 3.1681 -5.3999 0.2220 0.2942 -0.2286
H -3.6074 3.0590 -3.8168 0.0921 -0.3213 0.0844
H -3.1662 1.8920 -5.1293 -0.0208 -0.0983 0.3651
H -2.4075 4.8535 -5.1998 -0.0456 0.0024 0.0520
H -1.8213 3.6048 -6.2609 -0.0722 -0.1576 -0.0186
H -1.2826 3.8976 -3.2599 0.0530 0.2820 -0.0913
H -0.1616 4.1407 -4.6254 0.3422 -0.3132 0.2855
C -5.5477 -1.4161 -1.9817 0.1236 -0.0693 1.3130
C -5.0452 -0.6052 -3.1563 -0.9113 -0.1558 -0.8970
C -3.5507 -0.8391 -3.4740 -0.7406 -0.1399 0.5787
C -3.3966 -2.2308 -3.9039 0.4514 0.3021 -0.1638
N -3.2683 -3.3119 -4.2641 -0.0701 -0.2043 0.0040
H -5.4036 -2.4751 -2.1962 0.0307 -0.0202 0.1344
H -6.5833 -1.2946 -1.6516 -0.2303 0.2362 -0.8964
H -5.0501 -1.1791 -1.0350 0.5537 -0.0970 -0.3154
H -5.3214 0.4504 -3.1460 0.4163 0.1009 0.4803
H -5.6166 -0.9792 -4.0150 0.1672 0.0897 -0.1624
H -2.9545 -0.6979 -2.5728 0.0624 0.0951 -0.0392
H -3.1922 -0.1568 -4.2398 0.0814 -0.1080 -0.0895
C 1.0925 -3.7751 2.9285 -0.3794 -0.2639 0.1272
C 1.7258 -5.0925 3.3515 0.3738 0.0710 0.1474
C 3.2430 -5.1321 3.1311 0.7754 -0.6625 -0.2276
C 3.9971 -3.9392 3.4919 -0.4273 0.1060 0.0170
N 4.5879 -2.9944 3.7546 0.1595 0.3731 0.2066
H 1.1003 -3.6190 1.8490 0.2901 0.0595 0.0086
H 1.5962 -2.9599 3.4479 -0.0536 0.1659 -0.2004
H 0.0415 -3.7605 3.2240 0.0410 0.0566 0.1084
H 1.3021 -5.9516 2.8314 -0.0568 0.0675 -0.0913
H 1.5528 -5.2693 4.4148 -0.1034 0.1110 0.0115
H 3.5392 -5.3558 2.1011 -0.3582 0.1131 -0.0931
H 3.7128 -5.9381 3.7051 -0.2582 -0.0682 0.0326
C -2.2329 2.2751 3.0881 0.1673 0.2749 -0.3295
C -1.2253 2.4954 4.1824 0.6753 0.0610 0.7384
C -1.7927 2.3281 5.6100 0.0175 -0.4850 0.0159
C -2.9858 3.1374 5.8878 0.3012 -0.0995 -0.1666
N -3.9499 3.7354 6.0582 -0.0242 0.1043 0.0563
H -1.7821 2.3521 2.0977 0.1803 -0.1941 0.0863
H -3.0084 3.0430 3.0853 -0.3229 -0.3743 0.2800
H -2.5925 1.2537 3.2224 -0.5680 0.1872 -0.2822
H -0.7050 3.4568 4.1718 -0.2300 0.1181 -0.3503
H -0.4322 1.7496 4.0680 0.0262 0.0323 0.1231
H -1.0173 2.5114 6.3545 -0.0490 0.3604 -0.0010
H -2.0723 1.2880 5.8034 -0.1563 -0.0207 -0.2388
C 3.1175 0.1179 -2.9663 -0.1153 -0.3283 -0.8685
C 3.6283 0.2526 -4.3955 1.4978 0.6127 -0.5557
C 4.2589 -1.0188 -4.9990 -0.5062 -0.3278 0.6395
C 5.3595 -1.5385 -4.1693 -0.2635 0.1570 -0.2588
N 6.2051 -1.9277 -3.4986 0.0758 -0.0158 0.0475
H 3.9568 0.1430 -2.2744 -0.0858 -0.0589 0.1270
H 2.6101 -0.8472 -2.8970 -0.2137 0.1444 0.3934
H 2.4282 0.9361 -2.7680 -0.0726 -0.1045 0.2508
H 4.4424 0.9887 -4.3945 -0.1391 0.1337 0.0208
H 2.9302 0.6446 -5.1353 -0.4471 -0.2035 0.3112
H 4.6082 -0.8691 -6.0179 0.0858 0.1235 0.0051
H 3.4833 -1.7892 -5.0337 0.1159 -0.1335 -0.0766
C 0.6568 -0.1871 1.4817 0.3142 -0.2330 -0.6648
C 0.7469 -0.6929 0.0341 0.3294 -0.2702 1.0469
C -0.3699 -0.2331 -0.8617 -0.6004 0.0747 -0.7661
C -1.7180 -0.3911 -0.2966 0.2290 0.1368 0.2093
N -2.7602 -0.5258 0.1718 0.1537 -0.0021 -0.0244
H -0.1811 -0.6521 2.0022 -0.1788 0.3212 0.0505
H 0.5975 0.9021 1.4454 -0.1799 -0.0095 0.4944
H 1.5743 -0.4949 1.9860 -0.0451 0.1972 0.1050
H 0.7692 -1.7841 0.0748 0.2198 0.0669 -0.3084
H 1.6766 -0.2948 -0.3762 0.0370 -0.3592 -0.1735
H -0.3685 -0.7922 -1.8021 0.0804 0.0200 0.0190
H -0.2243 0.8068 -1.1591 -0.2557 0.0361 0.1467
```
Forces are in eV/Å.

Results of the Mulliken charge analysis, in e, for atoms 1 through 2: -0.543 0.478